1.
Entry from the Open Molecules 2025 dataset: C32H38ClN3O2 in the gas phase (ωB97M-V/def2-TZVPD).

```
! wB97M-V def2-TZVPD RIJCOSX def2/J DEFGRID3
* xyz 0 1
C 0.81954 4.71439 0.66567
C 1.01675 3.52078 1.59145
C 2.35720 2.83264 1.35178
H 2.44356 2.58166 0.29139
C 2.50422 1.55940 2.19860
C 1.59775 0.47515 1.73431
N 0.31042 0.45434 1.92711
C -0.16265 -0.71234 1.38527
C 0.89425 -1.41748 0.86830
N 2.01647 -0.65457 1.07705
C 3.31499 -1.03974 0.71505
C 3.76088 -2.32356 1.02009
C 5.03270 -2.72144 0.66602
C 5.88260 -1.84079 0.00156
C 5.43319 -0.56493 -0.32326
C 4.15789 -0.16997 0.03081
H 3.80733 0.81130 -0.24711
H 6.07394 0.10993 -0.87108
O 7.10563 -2.32578 -0.37650
C 8.18743 -1.49474 -0.47532
C 8.39787 -0.41307 0.37487
C 9.54679 0.34616 0.25755
C 10.49070 0.02158 -0.70347
C 10.29963 -1.06501 -1.54314
C 9.14927 -1.81991 -1.42828
H 8.98071 -2.67087 -2.06888
H 11.04369 -1.31449 -2.28267
Cl 11.92368 0.97693 -0.85130
H 9.71142 1.18459 0.91565
H 7.66928 -0.17338 1.13501
H 5.38738 -3.71357 0.89557
H 3.10766 -3.00292 1.54646
H 0.94852 -2.35193 0.34960
C -1.57560 -1.03889 1.40576
C -2.05934 -2.25242 0.91703
C -3.40989 -2.52265 0.92650
C -4.32389 -1.59064 1.42274
C -3.84315 -0.38796 1.93483
C -2.48869 -0.12217 1.92144
H -2.11286 0.80955 2.31376
H -4.51564 0.35032 2.34484
O -5.63092 -1.98477 1.39928
C -6.68198 -1.04025 1.37638
C -7.00380 -0.57785 -0.04936
H -6.96677 -1.45567 -0.69678
H -8.02166 -0.18456 -0.05926
C -6.01893 0.49041 -0.56809
N -5.90886 0.65094 -1.99831
C -5.20430 -0.40566 -2.69774
C -3.70948 -0.40235 -2.37870
H -3.18548 -1.04593 -3.08128
H -3.50893 -0.76826 -1.37509
H -3.31681 0.60709 -2.46566
H -5.61340 -1.40728 -2.48637
H -5.32821 -0.21667 -3.76705
C -7.05740 1.19121 -2.69034
C -8.16776 0.21198 -3.09728
H -7.76954 -0.57876 -3.72832
H -8.92865 0.74752 -3.66045
H -8.63898 -0.24197 -2.23098
H -7.48307 1.97077 -2.05313
H -6.68310 1.67575 -3.60072
H -5.01798 0.25244 -0.20688
H -6.29823 1.46250 -0.14740
H -6.47930 -0.18117 2.02337
H -7.54106 -1.58191 1.78534
H -3.79175 -3.45796 0.54715
H -1.37471 -2.98629 0.52001
H 2.24648 1.80042 3.23205
H 3.53694 1.20520 2.17267
H 3.17172 3.51767 1.59975
H 0.21777 2.79389 1.43984
H 0.96795 3.85364 2.63030
H -0.13507 5.19573 0.86288
H 1.61027 5.44850 0.81046
H 0.83338 4.39817 -0.37534
*
```

Calculated values
Lowest unoccupied orbital energy: 0.62 eV
E_tot: -54888.6001 eV
HOMO energy: -7.47 eV
SMILES: CCCCc1nc(-c2ccc(OCCCN(CC)CC)cc2)cn1-c1ccc(Oc2ccc(Cl)cc2)cc1
HOMO-LUMO gap: 8.086 eV


2.
Entry from the Open Molecules 2025 dataset: a molecular structure, C32H38FeN2P at a distorted geometry (ωB97M-V/def2-TZVPD).

```
! wB97M-V def2-TZVPD RIJCOSX def2/J DEFGRID3
* xyz -1 5
C 5.20253 3.73203 -4.63175
C 4.26949 3.05696 -3.66438
C 3.16484 3.78831 -3.21840
C 2.27688 3.30013 -2.26586
C 1.17633 4.23537 -1.86416
C 2.52958 2.01653 -1.73288
N 1.82600 1.60708 -0.54935
P 0.44251 0.55719 -0.53408
H 1.11197 -0.73797 0.00806
N -0.17289 1.42930 0.84976
C -1.55758 1.63467 1.22270
C -2.10157 0.78348 2.19809
C -1.19049 -0.18725 2.86045
C -3.42177 0.98829 2.63673
C -4.11231 2.16069 2.30011
C -5.45463 2.46807 2.92518
C -3.49061 3.08020 1.43640
C -2.23085 2.82617 0.87891
C -1.61752 3.88664 0.01246
C 0.71303 2.39734 1.28304
C 1.81262 2.49457 0.51223
C 3.62242 1.24883 -2.18316
C 3.96727 -0.04599 -1.53196
C 4.48335 1.77672 -3.14796
H 6.06169 3.09388 -4.86854
H 4.68699 4.00162 -5.56635
H 5.56512 4.67263 -4.18879
H 2.98604 4.78066 -3.63421
H 0.67436 4.00309 -0.92721
H 1.57498 5.25740 -1.76400
H 0.40718 4.28493 -2.64841
H -1.77695 -0.98800 3.30785
H -0.49173 -0.62246 2.14282
H -0.56838 0.26606 3.64948
H -3.91184 0.25540 3.29175
H -5.79097 3.46432 2.61386
H -6.23550 1.74306 2.64579
H -5.37188 2.45793 4.02364
H -4.01829 4.00179 1.15376
H -2.39724 4.61419 -0.25038
H -0.80839 4.45559 0.49862
H -1.22969 3.49877 -0.93519
H 0.42492 3.08467 2.07632
H 2.54729 3.29112 0.55540
H 4.84205 -0.45243 -2.04746
H 4.24005 0.08180 -0.47700
H 3.16934 -0.78491 -1.61723
H 5.34032 1.18535 -3.49403
C 1.06611 -2.78101 -2.00304
C 0.86087 -3.31001 -0.63246
C -0.01034 -4.42674 -0.36630
C 0.21060 -5.59742 0.52500
C -0.96189 -6.44831 0.51924
C -1.94877 -5.83025 -0.35434
C -1.37629 -4.62666 -0.93586
Fe -1.45204 -4.62414 1.05041
C -1.08065 -2.82729 1.61687
C -0.65060 -3.74512 2.65292
C -1.79527 -4.54779 3.04253
C -2.94542 -4.10470 2.27874
C -2.51064 -3.00877 1.41779
H 2.06182 -2.33171 -2.16207
H 0.96360 -3.60070 -2.73926
H 0.38908 -1.97526 -2.33167
H 1.60728 -3.02834 0.12221
H 1.16791 -5.77044 1.02098
H -1.08778 -7.40160 1.02834
H -2.88366 -6.29410 -0.61685
H -1.76933 -3.96563 -1.71519
H -0.48162 -2.09153 1.09974
H 0.33892 -3.73631 3.09884
H -1.78640 -5.30512 3.82760
H -3.98143 -4.42220 2.40994
H -3.11212 -2.34267 0.80527
*
```

Calculated values
Lowest unoccupied orbital energy (alpha / beta): 2.47 / 1.17 eV
E_tot: -80449.2283 eV
HOMO energy (alpha / beta): 0.84 / -6.19 eV
HOMO-LUMO gap (alpha / beta): 1.626 / 7.361 eV


3.
Entry from the Open Molecules 2025 dataset: a molecular structure, C32H38GeN4O3RhS2 (ωB97M-V/def2-TZVPD).

```
! wB97M-V def2-TZVPD RIJCOSX def2/J DEFGRID3
* xyz 1 5
Rh -0.40378 -0.29225 -0.46130
C -2.40521 2.69124 4.22972
N -2.75480 2.50698 2.83161
C -3.49056 3.59084 2.19146
C -2.13921 1.60438 2.04039
O -2.27807 1.57911 0.82479
C -1.20924 0.58853 2.70944
O -0.87033 -0.46654 1.83914
C -1.87971 -1.50204 1.75746
C -1.88222 -2.10272 0.33616
O -2.22495 -1.09029 -0.57591
N -2.79601 -3.22795 0.40600
C -3.92800 -3.28098 -0.49465
C -2.19265 -4.49784 0.71446
H -3.21744 3.22065 4.72262
H -1.49110 3.28029 4.35125
H -2.28356 1.73766 4.73928
H -4.29378 3.91330 2.85142
H -3.90957 3.23840 1.25520
H -2.83794 4.44335 1.98433
H -1.63050 0.18967 3.63436
H -0.27848 1.10060 2.96951
H -2.86978 -1.07717 1.93116
H -1.66086 -2.25615 2.51696
H -4.19924 -2.27283 -0.79983
H -4.78406 -3.72349 0.02060
H -3.73757 -3.87199 -1.39820
H -1.56345 -4.43183 1.60606
H -1.57791 -4.90857 -0.09998
H -2.97902 -5.22209 0.92917
S 6.40609 -2.30144 0.71333
C 6.53840 -4.00640 0.70673
C 5.32140 -4.63691 0.44983
C 4.28505 -3.76053 0.25636
C 4.68841 -2.37894 0.36474
C 3.93856 -1.23193 0.23057
C 2.53858 -1.31192 -0.04140
N 1.74990 -0.29650 -0.20415
C 2.33164 0.98938 -0.16286
C 3.69548 1.18966 0.12966
C 4.18864 2.54246 0.15500
C 3.39110 3.59285 -0.13406
C 2.01381 3.39567 -0.46822
C 1.14109 4.43438 -0.80094
C -0.18056 4.16786 -1.11266
C -0.59308 2.81639 -1.09005
N 0.20412 1.82307 -0.77335
C 1.50493 2.07882 -0.46714
C -1.14598 5.22225 -1.41654
C -1.03221 6.56123 -1.14659
C -2.16662 7.30435 -1.55518
C -3.12146 6.51941 -2.12669
S -2.64525 4.88227 -2.19435
C 4.51295 0.09666 0.35096
H 7.48951 -4.48030 0.88769
H 5.22257 -5.71156 0.40621
H 3.27186 -4.06318 0.04317
H 2.08585 -2.29203 -0.11425
H 5.23137 2.69495 0.40311
H 3.78378 4.60172 -0.12034
H 1.51762 5.44980 -0.81822
H -1.62303 2.55343 -1.29097
H -0.17876 6.99965 -0.64969
H -2.27307 8.37070 -1.42449
H -4.07647 6.82179 -2.52506
H 5.56035 0.22888 0.58377
C 0.70339 -4.85315 -1.88020
Ge -0.15642 -3.08947 -1.97567
C -1.75261 -3.18638 -3.09282
C 1.09424 -1.92128 -2.95764
C -0.44907 -2.33183 -0.16009
H 0.91682 -5.20618 -2.88998
H 0.05999 -5.58822 -1.39872
H 1.64893 -4.82162 -1.33684
H -1.43869 -3.03665 -4.12678
H -2.47173 -2.41675 -2.82279
H -2.23181 -4.16205 -3.02545
H 1.09550 -2.25668 -3.99671
H 2.12043 -1.96749 -2.59383
H 0.78533 -0.87221 -2.96129
H 0.26814 -2.61631 0.61217
*
```

Calculated values
Lowest unoccupied orbital energy (alpha / beta): -2.67 / -5.45 eV
E_tot: -127088.8791 eV
HOMO energy (alpha / beta): -8.35 / -10.05 eV
HOMO-LUMO gap (alpha / beta): 5.679 / 4.599 eV